{
  "formula": "C26H29BrCl5N2OPSTi",
  "method": "wB97M-V/def2-TZVPD",
  "symbols": ["H", "H", "C", "C", "H", "C", "N", "C", "H", "Cl", "H", "C", "H", "C", "H", "H", "C", "H", "N", "C", "P", "C", "Cl", "Br", "Cl", "C", "H", "C", "H", "H", "H", "C", "C", "C", "H", "C", "H", "H", "C", "Ti", "H", "H", "C", "C", "O", "H", "C", "H", "C", "H", "H", "C", "H", "C", "H", "C", "H", "C", "S", "H", "H", "Cl", "H", "C", "H", "Cl", "C"],
  "xyz": [[-0.090, 1.583, -4.213], [-0.119, 1.558, -1.783], [-0.587, 2.608, 1.021], [2.171, 0.578, 2.916], [0.171, 0.280, 3.039], [0.281, 0.690, -2.296], [0.966, -0.259, 2.703], [3.303, 0.152, 2.004], [4.115, 0.878, 2.050], [1.667, 3.091, -0.380], [1.885, 1.608, 2.691], [-3.171, 0.543, -0.830], [-3.181, 0.860, 0.207], [-3.848, 0.895, -3.109], [1.252, -1.454, 4.441], [1.435, -3.621, 3.084], [-1.999, 4.354, 1.921], [3.387, -0.907, -1.190], [2.827, -0.002, 0.599], [1.150, -1.537, -3.710], [-1.553, -1.534, 0.013], [-1.208, 5.321, 1.293], [-1.607, 6.972, 1.430], [0.646, -0.401, -6.254], [-2.575, 1.804, 2.638], [-2.500, -1.014, -2.549], [-2.168, -2.405, 2.174], [0.757, -0.421, -1.579], [2.494, 0.548, 3.960], [1.520, -2.439, -1.837], [1.470, -2.405, -4.270], [-2.618, -1.698, 1.475], [-1.673, 3.006, 1.793], [-0.076, 4.932, 0.573], [2.813, -2.554, 2.948], [-1.409, -3.229, -0.605], [-1.042, -3.881, 0.187], [-1.976, -1.907, -2.867], [1.753, -2.643, 2.727], [0.596, -0.195, 0.446], [3.719, -0.801, 2.322], [-3.188, -0.576, -4.526], [3.292, -2.436, 0.338], [0.703, -0.402, -4.383], [-0.318, 1.296, 0.870], [-2.399, -3.566, -0.914], [-3.846, 1.295, -1.779], [-0.727, -3.291, -1.451], [1.177, -1.535, -2.329], [3.927, -2.767, 1.158], [4.686, -0.827, -0.001], [0.272, 0.714, -3.682], [2.977, 0.886, 0.122], [3.618, -1.018, -0.134], [3.443, -3.144, -0.475], [-3.179, -0.260, -3.492], [-4.380, 2.187, -1.478], [-2.498, -0.617, -1.213], [1.566, -2.633, 0.907], [-4.381, 1.479, -3.847], [-0.122, -1.865, 3.428], [0.935, 6.104, -0.147], [-3.594, -2.079, 1.173], [0.230, 3.579, 0.450], [-2.745, -0.738, 1.969], [-3.352, 4.820, 2.850], [0.924, -1.560, 3.403]],
  "forces_ev_per_angstrom": [[0.00, 0.00, 0.00], [0.01, -0.04, -0.02], [-0.09, -0.09, 0.11], [-0.02, 0.03, 0.01], [-0.01, -0.01, 0.01], [-0.01, 0.05, 0.02], [-0.11, -0.14, -0.02], [0.02, -0.01, -0.03], [0.00, 0.00, 0.01], [-0.01, 0.01, 0.05], [0.00, 0.00, 0.00], [0.00, 0.04, 0.04], [0.00, -0.03, -0.07], [-0.01, -0.01, 0.00], [0.01, -0.01, 0.00], [0.00, 0.00, 0.00], [0.02, 0.01, -0.02], [-0.01, -0.01, -0.02], [-0.07, 0.12, 0.07], [0.01, 0.01, 0.02], [0.00, -0.03, 0.12], [0.02, -0.04, 0.00], [-0.01, 0.02, 0.01], [0.01, 0.00, -0.05], [0.04, 0.04, 0.03], [-0.04, -0.02, 0.00], [-0.01, 0.00, 0.00], [-0.03, -0.16, 0.08], [0.00, 0.00, 0.00], [0.02, -0.01, 0.01], [0.00, 0.00, 0.00], [-0.02, -0.05, 0.00], [-0.08, 0.06, 0.07], [-0.02, -0.02, 0.02], [0.00, 0.00, 0.01], [0.01, 0.00, -0.03], [-0.01, 0.00, 0.01], [0.01, -0.01, 0.02], [-0.01, 0.01, 0.00], [-0.21, 0.01, 0.11], [0.00, 0.00, 0.01], [0.00, 0.00, 0.00], [0.01, 0.04, 0.01], [-0.02, 0.00, 0.02], [0.54, 0.08, -0.39], [0.00, -0.02, 0.00], [0.00, -0.01, 0.00], [-0.02, 0.01, 0.00], [0.01, 0.02, -0.04], [0.00, 0.01, 0.00], [0.00, -0.02, 0.00], [0.00, 0.00, 0.01], [-0.01, 0.03, 0.00], [-0.03, 0.00, 0.00], [0.00, 0.00, 0.00], [-0.01, 0.01, 0.01], [0.00, 0.00, 0.00], [0.02, 0.03, 0.00], [0.05, 0.04, -0.08], [0.00, 0.00, 0.00], [0.00, 0.00, -0.01], [-0.01, 0.00, 0.00], [0.00, -0.01, 0.01], [0.07, 0.04, -0.05], [-0.01, -0.01, -0.02], [0.00, -0.01, 0.00], [0.02, 0.03, -0.01]],
  "mulliken_charge": [0.5285, 0.2185, -1.1149, -0.5894, 0.2057, -0.7973, -0.0532, -0.8317, 0.4489, -0.2029, 0.2077, -0.5092, 0.3087, -0.6234, 0.4221, 0.5957, 0.1685, 0.3717, -0.0463, -0.8524, 1.6218, 0.2515, -0.1294, -0.0890, -0.1999, -0.5034, 0.3986, 2.2843, 0.5267, 0.3306, 0.5213, -1.0773, 0.6823, 0.1247, 0.4781, -1.5146, 0.4958, 0.3595, -0.7345, -0.7255, 0.3259, 0.4783, -1.0384, -0.2817, 0.3524, 0.5211, -0.7815, 0.3349, -0.5134, 0.5343, 0.5241, -0.9372, 0.2064, -0.6832, 0.5218, -0.7584, 0.5000, 0.5877, 0.1752, 0.4381, 0.3282, -0.1532, 0.4761, 0.6705, 0.1710, -0.1420, -0.8137],
  "e_tot_ev": -208342.983,
  "homo_energy_ev": -14.0,
  "total_charge": 2,
  "orbital_gap_ev": 6.9,
  "spin_multiplicity": 1
}

=====

{
  "formula": "CH3FO3S",
  "method": "wB97M-V/def2-TZVPD",
  "symbols": ["S", "H", "O", "F", "H", "O", "C", "O", "H"],
  "xyz": [[-1.753, 0.130, -0.262], [1.339, 0.831, -0.048], [-2.766, -0.189, -1.231], [-2.187, -0.437, 1.255], [2.598, -0.320, -0.449], [0.635, -0.923, -0.483], [1.600, -0.209, 0.179], [-1.284, 1.504, -0.172], [1.817, -0.387, 1.211]],
  "forces_ev_per_angstrom": [[-0.08, 0.42, 0.24], [-0.15, 0.34, 0.34], [-0.06, -0.13, 0.73], [0.08, 0.88, -1.43], [-1.51, 0.19, 1.30], [0.31, 0.09, 0.72], [2.36, -0.45, -3.25], [-0.42, -1.15, 0.53], [-0.54, -0.19, 0.82]],
  "mulliken_charge": [1.0373, 0.2795, -0.4100, -0.2328, 0.2487, -0.3119, -0.4717, -0.4231, 0.2840],
  "e_tot_ev": -20776.159,
  "homo_energy_ev": [-10.5, -11.0],
  "total_charge": 0,
  "orbital_gap_ev": [11.3, 7.7],
  "s_squared": 2.0090,
  "spin_multiplicity": 3
}

=====

{
  "formula": "C19H32F3N6O4Pr",
  "method": "wB97M-V/def2-TZVPD",
  "symbols": ["H", "C", "C", "N", "H", "H", "H", "F", "C", "H", "H", "H", "O", "H", "H", "C", "C", "Pr", "F", "C", "H", "N", "C", "H", "C", "H", "C", "C", "H", "C", "H", "H", "N", "C", "C", "O", "H", "C", "H", "H", "C", "H", "C", "N", "C", "H", "O", "H", "F", "H", "H", "H", "H", "H", "H", "H", "C", "N", "H", "N", "H", "C", "H", "O", "H"],
  "xyz": [[4.622, 1.541, -2.609], [-0.678, 2.526, -1.469], [2.778, 1.851, -0.619], [-1.279, -1.492, -1.927], [-2.190, -0.855, 3.711], [-3.196, -2.423, 2.381], [-0.960, -2.908, 3.082], [-1.139, 1.595, -2.490], [-3.523, -0.383, -1.375], [0.269, -0.468, -3.501], [3.653, -1.417, 1.845], [-2.568, 1.443, 3.476], [-4.724, -0.323, -1.541], [-0.603, -0.201, 3.295], [2.262, -1.731, -0.663], [-0.595, -2.405, 2.175], [1.253, -0.043, -3.348], [-0.711, 0.248, -0.452], [0.429, 3.090, -2.083], [3.478, 0.433, -4.058], [-3.519, -1.163, 1.172], [-1.385, 1.836, 1.771], [-2.722, -1.406, -2.205], [-2.925, 2.557, 0.523], [-2.259, 0.941, 2.546], [2.640, -0.760, 3.137], [2.236, -0.115, -4.323], [-2.229, 2.934, 1.268], [-2.792, 3.395, 2.092], [-0.858, -2.661, -1.436], [0.931, -3.822, -1.174], [0.402, -2.009, 2.384], [-1.489, -1.316, 1.774], [3.677, 1.065, -2.840], [0.680, -2.790, -1.427], [-1.518, -3.627, -1.034], [2.024, -0.585, -5.273], [-0.366, 2.419, 2.643], [-1.608, 3.699, 0.811], [-3.154, 0.759, 1.950], [2.632, 1.110, -1.929], [-0.548, -3.151, 1.380], [2.566, 0.340, 1.307], [1.451, 0.536, -2.162], [-2.805, -1.917, 1.487], [0.282, 1.650, 3.056], [-2.851, 0.337, -0.523], [3.412, 2.726, -0.753], [-1.589, 3.523, -1.564], [4.175, 0.031, 2.719], [4.271, 0.387, -4.793], [-3.199, -2.374, -2.053], [4.337, 0.931, 0.500], [1.050, -2.575, -2.429], [-2.704, -2.649, 0.686], [-2.858, -1.121, -3.251], [3.309, -0.497, 2.322], [1.268, -1.816, -0.489], [1.791, 2.182, -0.305], [3.338, 1.027, 0.447], [0.251, 3.109, 2.065], [-1.607, -0.384, 2.907], [-0.826, 2.976, 3.472], [1.339, 0.374, 1.264], [1.169, -2.187, 0.450]],
  "forces_ev_per_angstrom": [[-0.01, 0.02, 0.00], [0.26, 1.02, -0.76], [-0.05, -0.19, -0.08], [-0.67, -0.27, -0.14], [0.03, -0.03, 0.02], [0.05, -0.02, 0.01], [-0.01, 0.02, 0.01], [-0.06, 0.09, -0.31], [-0.73, -0.60, -0.59], [-0.02, -0.01, 0.00], [0.01, 0.00, 0.01], [-0.05, 0.01, -0.01], [0.16, 0.11, 0.11], [0.00, -0.03, 0.01], [0.03, 0.18, -0.04], [0.04, -0.02, -0.07], [0.10, -0.03, 0.00], [2.32, 0.18, 1.52], [0.03, 0.03, 0.06], [-0.02, -0.01, 0.03], [0.01, 0.03, 0.03], [-0.34, 0.06, 0.13], [0.10, 0.06, 0.07], [-0.02, -0.01, 0.01], [0.09, -0.21, 0.04], [-0.02, 0.02, -0.02], [0.02, 0.01, -0.03], [0.00, 0.09, 0.04], [0.00, -0.04, 0.03], [0.45, -0.56, -0.23], [-0.02, 0.00, -0.02], [-0.01, 0.01, 0.01], [-0.09, -0.12, 0.15], [-0.01, 0.01, -0.04], [-0.16, -0.16, 0.09], [-0.08, 0.07, -0.07], [-0.03, -0.02, 0.02], [0.10, -0.05, -0.04], [0.01, -0.03, -0.03], [-0.02, 0.04, 0.02], [-0.01, 0.06, 0.06], [-0.02, 0.00, 0.01], [0.18, -0.05, 0.10], [0.15, 0.04, -0.22], [-0.08, -0.04, -0.04], [0.00, 0.02, -0.01], [-0.84, 0.08, 0.06], [0.01, 0.01, 0.03], [-0.18, -0.01, 0.14], [0.02, -0.02, -0.01], [0.01, 0.02, 0.01], [-0.06, -0.01, -0.04], [0.02, -0.04, 0.09], [0.03, 0.03, 0.00], [0.02, 0.02, -0.02], [-0.07, 0.00, 0.00], [-0.07, 0.03, 0.00], [-0.44, -0.29, 0.00], [0.02, 0.12, 0.04], [-0.10, 0.10, -0.15], [0.01, -0.02, -0.01], [0.02, 0.20, -0.06], [-0.04, 0.02, -0.03], [-0.04, 0.04, 0.08], [0.07, 0.04, 0.02]],
  "mulliken_charge": [0.4837, 0.0908, -0.8053, 0.0547, 0.5175, 0.4477, 0.4361, -0.2972, 0.5539, 0.5496, 0.3573, 0.5635, -0.7482, 0.2697, 0.2366, -1.3882, -0.5242, 1.1665, -0.2662, -0.4566, 0.4222, 0.8599, -0.5445, 0.2988, -1.0815, 0.3079, -0.9664, -1.4672, 0.4226, 0.4596, 0.4627, 0.0699, 1.0523, -0.8440, -0.9062, -0.7527, 0.4753, -1.2258, 0.4163, 0.3616, 0.6748, 0.3654, 0.3004, 0.5456, -1.4994, 0.2888, -0.4424, 0.6972, -0.2541, 0.4796, 0.4063, 0.4283, 0.2818, 0.4062, 0.3109, 0.3222, -1.6359, -0.2921, -0.3171, 0.0438, 0.2871, -1.0341, 0.3634, 0.1204, 0.0904],
  "e_tot_ev": -59577.950,
  "homo_energy_ev": [-8.1, -8.1],
  "total_charge": 0,
  "orbital_gap_ev": [7.9, 7.9],
  "s_squared": 2.0020,
  "spin_multiplicity": 3
}